(1)
{
  "formula": "C5H11O2",
  "method": "ωB97M-V with the def2-TZVPD basis set",
  "gap_ev": 7.83,
  "homo_ev": -3.78,
  "mol_weight_g_mol": 103.1,
  "total_charge": -1,
  "relative_energy_kcal_mol": 26.9,
  "spin_multiplicity": 1,
  "elements": ["O", "O", "C", "C", "C", "C", "C", "H", "H", "H", "H", "H", "H", "H", "H", "H", "H", "H"],
  "xyz": [[-1.4502, -0.0340, 0.9038], [-2.3468, 1.6344, -0.2903], [-1.4690, 0.7683, -0.0671], [1.7851, -1.0828, 1.1951], [-1.0158, 0.7252, -2.5282], [0.6389, -0.8888, 2.2107], [-0.3396, 0.7084, -1.1862], [1.3032, -1.5914, 0.3515], [-1.8758, 1.3976, -2.5829], [0.0458, -1.7869, 2.3463], [2.5998, -1.7198, 1.5635], [0.0536, 0.0567, 1.9692], [-1.3980, -0.1696, -2.9771], [-0.2894, 1.2011, -3.2239], [0.3668, -0.1048, -1.0090], [0.2874, 1.5502, -0.8419], [0.9646, -0.5765, 3.2143], [2.1394, -0.0874, 0.9523]],
  "atomic_forces_ev_per_a": [[-0.268, 0.443, -1.173], [0.333, 0.133, 0.027], [-0.854, -0.515, 0.044], [-1.093, -0.377, 0.805], [1.144, 2.307, -1.461], [0.707, 1.952, 1.115], [-0.771, -0.413, 2.457], [0.505, 0.379, -0.214], [0.164, 0.112, 0.649], [-0.447, 0.231, -0.261], [-0.070, 0.181, -0.046], [0.390, -2.098, -0.148], [0.316, -1.053, 0.245], [-0.365, -0.557, -0.260], [-0.474, -0.489, -0.277], [-0.341, 0.426, -1.156], [0.751, -0.583, 0.137], [0.374, -0.080, -0.483]],
  "nbo_charge": [-0.797, -0.794, 0.769, -0.617, -0.614, -0.614, -0.540, 0.207, 0.236, 0.192, 0.176, 0.282, 0.194, 0.172, 0.193, 0.200, 0.158, 0.197]
}

(2)
{
  "formula": "C2H5Br2NO3S",
  "method": "ωB97M-V with the def2-TZVPD basis set",
  "gap_ev": [6.28, 6.28],
  "homo_ev": [-7.60, -7.59],
  "mol_weight_g_mol": 282.9,
  "relative_energy_kcal_mol": 51.9,
  "spin_multiplicity": 1,
  "elements": ["Br", "Br", "S", "O", "O", "O", "N", "C", "C", "H", "H", "H", "H", "H"],
  "xyz": [[1.0578, -0.8103, 2.1355], [2.5296, -1.2381, -2.1377], [-1.5577, -0.3131, 1.0189], [-2.4880, -0.2820, -0.1191], [-2.0910, -0.4451, 2.3823], [-0.8511, 1.1963, 0.9195], [1.3599, 1.0243, -1.0227], [1.1475, -0.0835, -1.7061], [-0.1113, -1.2441, 0.7272], [-1.4872, 1.8097, 0.5848], [0.6521, 1.7270, -0.7556], [2.1586, 1.1363, -0.2820], [-0.4948, -2.2324, 0.5756], [0.1757, -0.2451, -2.3207]],
  "atomic_forces_ev_per_a": [[0.806, -0.481, 0.227], [-0.178, 0.174, 0.347], [-0.924, 1.034, 0.323], [0.977, -0.642, 1.289], [0.568, 0.281, -2.256], [0.824, -0.789, 0.550], [1.808, 0.526, 1.710], [-2.065, 0.547, 0.393], [-1.137, 1.342, -1.442], [-1.120, 0.498, -0.248], [-0.204, -1.204, -0.624], [-1.570, -0.923, -2.130], [0.418, -0.897, 0.409], [1.798, 0.535, 1.452]],
  "nbo_charge": [0.041, 0.197, 2.254, -0.955, -0.913, -0.944, -0.716, 0.079, -0.924, 0.493, 0.451, 0.439, 0.222, 0.276]
}

(3)
{
  "formula": "C5H7NO",
  "method": "ωB97M-V with the def2-TZVPD basis set",
  "gap_ev": 10.10,
  "homo_ev": -9.60,
  "mol_weight_g_mol": 97.1,
  "relative_energy_kcal_mol": 98.4,
  "spin_multiplicity": 1,
  "elements": ["O", "N", "C", "C", "C", "C", "C", "H", "H", "H", "H", "H", "H", "H"],
  "xyz": [[0.4593, -2.3354, 0.3912], [-1.2657, 0.7180, 2.2644], [0.8450, 0.8906, -0.8110], [0.9671, -1.9978, -0.6491], [-0.8661, 0.3612, 1.1113], [-0.1429, 1.3211, 0.2400], [-0.3325, 1.1834, -1.2500], [-0.0442, 2.3030, 0.7030], [-1.0767, -0.6156, 0.6637], [-1.7996, -0.0318, 2.7053], [1.8649, 0.6107, -1.0093], [2.0370, -1.7208, -0.7145], [-1.0499, 1.2731, -2.0444], [0.4044, -1.9600, -1.6006]],
  "atomic_forces_ev_per_a": [[0.326, 0.105, -0.584], [0.054, -0.217, -0.303], [-0.313, 0.086, -0.238], [-0.114, -0.346, 0.351], [-0.109, 0.210, 0.265], [-0.151, 0.109, 0.293], [0.324, -0.050, 0.055], [-0.014, -0.015, -0.129], [-0.029, 0.048, 0.128], [0.090, 0.042, -0.019], [-0.045, 0.028, 0.058], [-0.079, -0.074, 0.060], [0.067, 0.088, -0.058], [-0.007, -0.013, 0.122]],
  "nbo_charge": [-0.505, -0.624, -0.186, 0.275, 0.119, -0.306, -0.162, 0.204, 0.162, 0.336, 0.228, 0.109, 0.232, 0.117]
}